Record 1
DFT (the ωB97M-V functional and the def2-TZVPD basis) results for H12O8V as an isolated structure.

Each line ends with the Löwdin charge.
Element x y z (Å)
O -14.3459 2.3276 -9.2621  -0.27
V -15.4792 3.3304 -8.6165  0.97
O -14.9814 4.8302 -8.8395  -0.28
O -16.4983 3.5149 -10.7229  -0.01
H -16.5621 4.1016 -11.4766  0.10
H -17.2009 2.8782 -10.8543  0.08
O -16.5029 1.5954 -7.8007  -0.04
H -16.8422 1.3155 -6.9506  0.10
H -16.9748 1.0575 -8.4365  0.10
O -10.9492 2.2115 -8.4943  -0.05
H -11.6440 2.1691 -9.1514  0.01
H -10.8611 1.3118 -8.1797  0.03
O -17.6078 4.3006 -7.9946  -0.03
H -17.3531 5.1662 -7.6753  0.07
H -18.1404 3.9320 -7.2899  0.08
O -15.7419 7.4719 -9.0323  -0.05
H -15.3027 6.9892 -8.3321  0.00
H -15.4506 7.0444 -9.8377  0.02
O -15.2668 3.6860 -6.3059  -0.02
H -15.4028 4.5884 -6.0173  0.09
H -14.7391 3.2892 -5.6129  0.10

Atoms 1-3, force components in eV/Å:
-2.6 2.6 1.7
3.1 0.4 -2.2
-0.3 -2.0 0.6

Its total charge is +1. As for the energy above the lowest of the compared OMol25 structures with the same formula, charge and spin: 25.6 kcal/mol. For the molecular weight, the calculation gives 191.032 Da. The calculation puts the max |F| at 4.1 eV/Å. The total energy is -1552.8895 a.u. The value obtained for the LUMO energy is -5.2 eV.

***

Record 2
DFT (the ωB97M-V functional and the def2-TZVPD basis) results for a 5-piece molecular cluster, C39H43N4O10S overall.

Each line ends with the Löwdin spin population.
Element x y z (Å)
C -0.7606 0.0850 -1.1001  0.00
C -0.1929 -0.8789 -2.3341  0.00
N 1.2678 -1.1994 -2.2524  0.00
C 1.5931 -2.5760 -1.7424  0.00
C 1.8828 -3.5448 -3.0286  0.01
C 0.6342 -4.4758 -3.5215  0.04
S -0.5820 -3.5683 -4.6837  0.07
C -2.2493 -3.8324 -3.7879  0.58
N -2.6528 -5.2621 -3.5038  0.17
N -3.8604 -5.0787 -2.8180  0.21
C -4.2199 -3.6075 -2.6742  0.63
O -3.1799 -2.7775 -3.3035  0.26
C 3.0765 -2.4123 -0.9795  -0.02
C 2.9429 -2.2165 0.6471  -0.03
C 4.5147 -2.1494 1.2165  0.00
C 2.2833 -0.7462 1.0838  0.00
N 2.2960 -3.3720 1.3772  -0.31
O 3.1857 -4.2555 1.8601  -0.59
C 1.3560 -4.1736 0.5048  -0.02
C 2.0023 -5.5261 -0.1588  -0.01
C 0.1418 -4.7052 1.5252  -0.01
C 0.5951 -3.1844 -0.6022  0.00
H -1.2460 -0.6328 -0.2826  0.00
H 0.0870 0.6980 -0.5735  0.00
H -1.5844 0.8159 -1.5041  0.00
H -0.3408 -0.2181 -3.3181  0.00
H -0.9253 -1.7797 -2.4476  0.00
H 1.7726 -0.4484 -1.7329  0.00
H 2.8094 -4.2813 -2.8710  0.00
H 2.1728 -2.8383 -3.9340  0.00
H 0.0742 -5.0624 -2.6694  0.00
H 1.1083 -5.3218 -4.2186  0.00
H -5.1301 -3.1034 -2.1372  0.02
H 3.6718 -1.4785 -1.4011  0.00
H 3.7645 -3.3648 -1.1410  0.00
H 5.1798 -2.9932 0.7432  0.00
H 4.5576 -2.0944 2.3848  0.00
H 4.9366 -1.1121 0.8038  0.00
H 2.8451 -0.3599 2.0605  0.00
H 1.1468 -0.8236 1.3762  0.00
H 2.4333 0.0854 0.2746  0.00
H 1.3518 -5.9572 -1.0392  0.00
H 3.1050 -5.3621 -0.5546  0.00
H 2.0380 -6.3765 0.6701  0.00
H -0.6887 -5.3019 0.9438  0.00
H 0.5963 -5.3703 2.4028  0.00
H -0.3631 -3.7663 2.0105  0.00
H -0.3553 -3.7384 -0.9963  0.00
H 0.1892 -2.2709 0.0512  0.00
C -1.1613 3.6091 -5.1807  0.00
C -2.2180 4.4008 -5.3878  0.00
C -3.5812 3.8454 -5.4993  0.00
O -4.5487 4.5691 -5.6909  0.00
C -3.7315 2.3822 -5.3715  0.00
C -2.6748 1.5905 -5.1644  0.00
C -1.3116 2.1459 -5.0529  0.00
O -0.3441 1.4222 -4.8614  0.00
H -0.1546 4.0002 -5.0973  0.00
H -2.1243 5.4760 -5.4830  0.00
H -4.7381 1.9911 -5.4550  0.00
H -2.7684 0.5153 -5.0692  0.00
C -6.3819 7.3588 -10.7697  0.00
C -7.0739 6.2632 -10.4422  0.00
C -6.8222 5.5484 -9.1753  0.00
O -7.4537 4.5444 -8.8756  0.00
C -5.7780 6.0918 -8.2841  0.00
C -5.0861 7.1874 -8.6117  0.00
C -5.3377 7.9022 -9.8785  0.00
O -4.7063 8.9061 -10.1782  0.00
H -6.5535 7.8945 -11.6953  0.00
H -7.8435 5.8526 -11.0847  0.00
H -5.6064 5.5561 -7.3585  0.00
H -4.3164 7.5980 -7.9691  0.00
C 2.0303 -1.4495 5.3316  0.00
C 1.2027 -1.3153 6.3724  0.00
C 1.5308 -0.4231 7.5019  0.00
O 0.7748 -0.3012 8.4559  0.00
C 2.8073 0.3158 7.4358  0.00
C 3.6349 0.1816 6.3949  0.00
C 3.3068 -0.7106 5.2655  0.00
O 4.0628 -0.8325 4.3115  0.00
H 1.8052 -2.1001 4.4954  0.00
H 0.2625 -1.8498 6.4354  0.00
H 3.0324 0.9665 8.2720  0.00
H 4.5752 0.7161 6.3320  0.00
C 2.1123 1.7894 11.1486  0.00
C 1.2847 1.9237 12.1894  0.00
C 1.6128 2.8158 13.3189  0.00
O 0.8568 2.9378 14.2729  0.00
C 2.8893 3.5547 13.2528  0.00
C 3.7169 3.4205 12.2119  0.00
C 3.3888 2.5283 11.0825  0.00
O 4.1448 2.4064 10.1285  0.00
H 1.8872 1.1388 10.3124  0.00
H 0.3444 1.3891 12.2524  0.00
H 3.1144 4.2054 14.0890  0.00
H 4.6571 3.9550 12.1490  0.00

Atoms 1-3, force components in eV/Å:
-0.3 -1.0 0.3
-1.3 2.3 -0.8
-1.2 -0.8 1.0

Its total charge is 0. For the molecular weight, the calculation gives 759.858 Da. As for the spin multiplicity: 2. The expectation value of S² is 1.7646. The calculation puts the max |F| at 8.3 eV/Å. The total energy is -2880.8445 a.u. The value obtained for the LUMO energy (alpha / beta) is -1.9 / -2.6 eV.

***

Record 3
DFT (the ωB97M-V functional and the def2-TZVPD basis) results for C3H6MgO4Rb as an isolated structure.

Each line ends with the natural charge from an NBO analysis.
Element x y z (Å)
O -1.1022 -1.5665 -1.4599  -0.47
C -0.2987 -0.8348 -0.7329  1.03
O -0.7025 0.0405 0.0458  -0.84
O 0.9413 -1.0558 -1.0287  -0.48
C 1.9382 -0.0522 -0.5910  -0.76
H 2.3462 0.3236 -1.5419  0.19
H 2.7905 -0.5757 -0.1345  0.19
H 2.1182 1.3123 2.7708  0.46
C -2.4641 -1.1511 -1.5915  -0.26
H -2.9178 -1.8619 -2.2865  0.22
H -2.9669 -1.1818 -0.6177  0.20
O 1.2442 1.7029 2.4950  -1.40
Mg 0.7685 1.3114 0.6847  1.72
Rb 0.8142 3.7230 5.9860  1.00
H -2.5093 -0.1338 -1.9977  0.19

Atoms 1-3, force components in eV/Å:
0.1 -0.4 -0.1
0.5 0.6 -0.7
-0.3 0.5 0.4

Its total charge is +1. For the molecular weight, the calculation gives 215.850 Da. The calculation puts the max |F| at 1.7 eV/Å. The total energy is -642.8879 a.u. The value obtained for the LUMO energy is -4.0 eV.

***

Record 4
DFT (the ωB97M-V functional and the def2-TZVPD basis) results for one molecule with the formula C3H6ClF.

Each line ends with the natural charge from an NBO analysis.
Element x y z (Å)
C 0.2119 0.0631 1.3149  -0.62
C -0.4533 0.3049 -0.0881  -0.48
C 0.2357 -0.3284 -1.1849  0.26
F 1.5122 0.1187 -1.4275  -0.33
Cl -0.7692 -0.1792 -2.7287  -0.12
H -0.3256 0.6174 2.0921  0.22
H 0.2257 -0.9750 1.6455  0.21
H 1.1071 0.5536 1.6037  0.22
H -1.4633 -0.1225 0.0304  0.24
H -0.4765 1.3968 -0.1889  0.23
H 0.1952 -1.4493 -1.0685  0.18

Atoms 1-3, force components in eV/Å:
-1.2 0.2 0.6
0.0 1.3 3.3
0.0 -2.5 -2.1

Its total charge is 0. As for the SMILES: CC[C@H](F)Cl. As for the energy above the lowest of the compared OMol25 structures with the same formula, charge and spin: 7.3 kcal/mol. For the molecular weight, the calculation gives 96.532 Da. The calculation puts the max |F| at 3.5 eV/Å. The total energy is -677.9455 a.u. The value obtained for the LUMO energy is 1.0 eV.